one) Here is a cluster of 2 separate species, C3H10N2O in total from the OMol25 dataset. Energies are from the ωB97M-V functional and the def2-TZVPD basis.

Each line ends with the Löwdin charge.
Atoms and positions in Å:
1 N -3.937 -1.048 0.917  -0.026
2 O 2.187 2.273 -0.683  -0.025
3 C -3.063 -2.314 0.977  -0.373
4 C 3.310 2.318 -1.432  -0.321
5 H 3.473 1.639 -2.241  0.097
6 N -1.672 -2.005 0.624  -0.061
7 H 4.786 2.840 0.055  0.060
8 H 5.342 2.724 -1.767  0.052
9 H -1.218 -2.905 0.505  0.045
10 H -1.851 -1.594 -0.372  0.102
11 H -4.011 -0.373 0.175  0.045
12 H -3.761 -0.594 1.790  0.031
13 H -3.613 -3.089 0.190  0.129
14 H 2.524 2.256 0.284  0.146
15 C 4.544 2.686 -1.015  -0.009
16 H -3.041 -2.815 1.993  0.107

The value obtained for the HOMO-LUMO gap is 10.01 eV. Its highest occupied orbital energy is -9.13 eV.



two) Here is a cluster of 2 separate species, C3H10N2O in total from the OMol25 dataset. Energies are from the ωB97M-V functional and the def2-TZVPD basis.

Each line ends with the Löwdin charge.
Atoms and positions in Å:
1 H -0.593 -3.575 0.527  0.101
2 C 0.175 -2.135 -0.845  -0.348
3 H 1.399 -1.147 0.307  0.043
4 H -1.970 2.434 -0.162  0.054
5 H -1.085 -2.059 0.752  0.055
6 C -1.241 2.536 0.667  -0.035
7 H 0.366 1.818 1.738  0.086
8 H 0.588 -2.986 -1.431  0.119
9 N -0.364 -2.582 0.343  0.014
10 C -0.021 1.866 0.688  -0.231
11 H -1.555 3.019 1.533  0.005
12 H -0.536 -1.493 -1.468  0.130
13 N 0.784 1.683 -0.598  -0.025
14 H 0.987 2.669 -0.952  0.087
15 O 1.342 -1.270 -0.632  -0.117
16 H 1.723 1.223 -0.468  0.062

The value obtained for the HOMO-LUMO gap is 9.55 eV. Its highest occupied orbital energy is -8.58 eV.



three) Here is a cluster of 2 separate species, C3H10N2O in total from the OMol25 dataset. Energies are from the ωB97M-V functional and the def2-TZVPD basis.

Each line ends with the Löwdin charge.
Atoms and positions in Å:
1 C -0.525 -0.379 2.147  -0.130
2 H 1.424 1.966 -1.950  0.072
3 H -0.818 -1.402 2.408  0.068
4 N -0.731 -0.074 0.743  -0.054
5 H -1.097 0.311 2.767  0.075
6 H -1.759 -1.570 -1.851  0.087
7 O 1.646 1.405 0.047  -0.146
8 H 0.795 0.990 0.273  0.008
9 N -1.641 -0.752 -1.274  0.087
10 H 2.954 1.189 -1.503  0.073
11 H -1.635 -1.911 0.456  0.127
12 H -1.190 0.032 -1.721  0.087
13 C -1.314 -0.951 0.041  -0.304
14 H 1.484 0.215 -1.653  0.065
15 H 0.529 -0.251 2.397  0.075
16 C 1.877 1.184 -1.327  -0.189

The value obtained for the HOMO-LUMO gap is 10.33 eV. Its highest occupied orbital energy is -9.43 eV.



The data favor three); the next most stable structure lies 0.0668 hartree above it.